[1]
Computed, not measured: the molecule C11H10BrNS at a distorted geometry, with the ωB97M-V functional and the def2-TZVPD basis.

```
24
Properties=species:S:1:pos:R:3:forces:R:3
C 1.928516 -0.223569 1.723155 0.67 -3.51 1.93
C 0.634033 0.082261 1.111926 -1.11 0.86 -1.24
C -0.483959 -0.704666 1.104103 1.30 1.87 0.68
C -1.824014 -0.363656 0.613779 1.56 0.62 -0.36
C -2.358857 0.867444 0.406634 -1.22 -0.69 1.44
C -1.635369 1.996378 0.928783 1.24 2.19 -0.36
N -0.371356 2.266917 0.838401 -1.11 -0.61 0.60
C 0.555519 1.358154 0.261729 0.20 -0.07 -0.34
Br 2.306151 2.415899 0.329078 -0.26 -0.10 -0.24
C 0.406718 0.957979 -1.176714 0.62 -1.21 -0.07
C 0.849517 -0.260049 -1.663884 -0.88 0.74 0.38
C 0.691086 -0.366657 -3.069696 1.76 -2.24 0.70
C 0.152022 0.719926 -3.615143 -0.63 1.37 -1.92
S -0.159114 1.921191 -2.445674 -0.40 0.79 -0.18
H 2.732435 -0.709229 1.119675 -0.93 0.36 -0.37
H 1.802864 -0.980976 2.587637 0.02 1.16 -1.16
H 2.438046 0.613078 2.111159 0.16 1.11 0.61
H -0.252978 -1.603655 1.637805 -0.81 -0.85 0.06
H -2.366510 -1.215417 0.358298 -1.27 -1.24 -0.21
H -3.486969 0.978200 0.274359 1.78 -0.21 -0.20
H -2.128522 2.854147 1.440699 -0.34 -0.93 -0.49
H 1.117906 -1.070186 -0.997570 0.35 0.11 -0.30
H 1.167717 -1.237078 -3.564544 -0.88 0.71 -0.08
H -0.043073 0.933248 -4.689916 0.17 -0.22 1.12
```
Positions in Å, forces in eV/Å.

Values from the calculation:
SMILES	CC1=CC=CC=N[C@]1(Br)c1cccs1
E	-3452.03122	hartree
frontier orbital gap	0.319	hartree
relative energy (zero: lowest compared OMol25 entry of this formula, charge and spin)	0.0	kcal/mol


[2]
Computed, not measured: a cluster of 2 separate species, C7H17N3 in total at a distorted geometry, with the ωB97M-V functional and the def2-TZVPD basis.

```
27
Properties=species:S:1:pos:R:3:forces:R:3
C 0.609699 0.546959 -0.561051 -0.32 2.95 1.44
C 2.472727 1.904301 -0.245352 0.00 -1.24 -0.59
C -1.388226 -0.853460 -0.702408 2.56 1.33 1.99
C -2.365748 -2.567672 0.854180 1.06 0.81 0.00
C 3.452373 0.764426 -0.031845 -0.66 0.98 -1.02
C 2.126906 3.002178 0.697114 -1.11 0.99 -4.69
C -2.738216 -3.563522 -0.185318 -0.67 -1.02 1.25
N -1.893322 -1.356418 0.592289 1.62 -0.64 2.23
N -1.502490 1.355781 0.067439 -0.74 2.71 3.50
N -0.691331 0.474935 -0.421012 3.22 -3.91 -1.71
H 1.158188 -0.344396 -0.624795 0.05 -1.68 -0.75
H -0.582149 -1.317107 -1.252795 -0.26 -1.44 0.35
H -2.176823 -0.674675 -1.305835 -2.61 0.62 -2.17
H -2.498214 -2.825877 1.927188 0.00 0.40 -0.75
H 4.430255 1.054609 -0.463449 -0.29 0.25 0.48
H 3.515398 0.496921 0.991042 0.33 -0.41 0.90
H 3.194406 -0.084875 -0.669298 -0.07 -0.01 0.18
H 2.360217 3.009233 1.688724 0.85 -0.39 2.53
H 1.071865 3.226014 0.504102 -0.03 -0.12 0.50
H 2.497699 3.889907 0.108038 0.36 -0.43 1.09
H -3.873185 -3.670233 0.049180 1.64 -0.27 -0.73
H -2.217918 -4.628940 -0.131552 -1.12 2.29 0.38
H -2.561630 -3.143562 -1.153886 -0.20 -0.02 -0.71
H -1.532700 -0.709508 1.417299 -1.47 -1.84 -1.90
H -1.153577 2.119645 0.640354 0.55 -0.43 -0.24
H -2.213483 1.671084 -0.492518 -2.11 0.63 -1.96
H 2.499279 2.224252 -1.295836 -0.58 -0.15 0.39
```
Positions in Å, forces in eV/Å.

Values from the calculation:
charge	+2
E	-440.36188	hartree
frontier orbital gap	0.336	hartree
relative energy (zero: lowest compared OMol25 entry of this formula, charge and spin)	104.9	kcal/mol


[3]
Computed, not measured: the molecule C4H7NS at a distorted geometry, with the ωB97M-V functional and the def2-TZVPD basis.

```
13
Properties=species:S:1:pos:R:3:forces:R:3
C -1.783032 -0.529385 -0.237470 2.02 -0.44 -2.26
C -0.647194 -0.364292 0.788656 1.65 1.23 -3.61
N -0.202221 1.031860 0.699396 -0.43 -0.06 0.45
C 0.898981 1.249602 0.133556 0.23 -1.88 -0.83
C 1.787767 0.089926 -0.349148 0.90 0.24 -0.06
S 0.936104 -1.360003 0.293953 -1.61 -0.41 -0.09
H -1.341599 -0.407590 -1.315455 -0.86 0.22 1.93
H -2.632951 0.110327 -0.090454 -0.21 0.44 0.20
H -2.087973 -1.557496 -0.246869 -0.40 -0.61 0.25
H -1.022878 -0.650649 1.706917 -0.13 -0.42 2.23
H 1.204046 2.201129 -0.210609 0.14 1.30 0.26
H 2.204384 0.203464 -1.441357 -1.48 -0.51 1.77
H 2.686564 -0.016887 0.268883 0.18 0.90 -0.26
```
Positions in Å, forces in eV/Å.

Values from the calculation:
SMILES	C[C@@H]1N=CCS1
E	-609.51240	hartree
frontier orbital gap	0.354	hartree
relative energy (zero: lowest compared OMol25 entry of this formula, charge and spin)	28.9	kcal/mol


Short version: E_LUMO = -0.026; -7.934; 0.947 eV, in the order given.